Record 1
Molecular formula: C5H14IN4O4P2
Method: DFT, ωB97M-V/def2-TZVPD

XYZ file:
```
30
Properties=species:S:1:pos:R:3
C -0.924 -0.083 -0.040
P 0.729 -0.232 -1.067
O 2.109 -0.031 0.039
N 0.780 -1.835 -1.792
N 0.833 -1.879 -3.183
C 0.841 -3.323 -3.674
N 0.787 -4.273 -2.497
C 0.776 -3.250 -1.344
N 0.763 -3.648 -0.045
P 0.799 -2.706 1.448
O 0.031 -3.579 2.789
I 3.211 -2.657 2.127
H -1.552 -1.066 -0.138
H -1.575 0.822 -0.466
H -0.730 0.151 1.092
H 1.663 0.022 0.941
H 0.870 -1.083 -3.868
H 0.882 -3.717 -4.801
H 0.727 -4.704 0.093
H 0.182 -3.030 3.629
C -1.085 4.895 1.053
C -1.476 3.549 1.650
O -0.791 2.508 0.950
O -1.405 4.919 -0.336
H -1.612 5.715 1.548
H -0.006 5.058 1.142
H -2.549 3.370 1.526
H -1.224 3.491 2.713
H 0.151 2.573 1.182
H -1.207 4.022 -0.672
```

Results
**M**: 383.0 g/mol
**LUMO energy**: -4.329 eV
**Total charge**: +1
**Gap between HOMO and LUMO**: 8.1 eV
**DFT total energy**: -46230.3773 eV
**2S+1**: 1


Record 2
Molecular formula: C5H14N
Method: DFT, ωB97M-V/def2-TZVPD

XYZ file:
```
20
Properties=species:S:1:pos:R:3
C 1.281 1.473 -0.586
C -0.105 1.010 -0.874
C -1.133 1.319 -0.058
C -0.352 0.209 -2.132
H 1.996 0.651 -0.443
H 1.303 2.121 0.294
H 1.686 2.056 -1.419
H -2.151 1.192 -0.397
H -0.930 1.962 0.785
H -1.361 0.374 -2.512
H -0.245 -0.872 -1.961
H 0.369 0.485 -2.900
C -0.204 -1.689 2.252
N 0.154 -1.334 0.843
H -1.290 -1.801 2.277
H 0.285 -2.597 2.567
H 0.019 -0.827 2.875
H -0.532 -0.722 0.373
H 0.152 -2.145 0.219
H 1.057 -0.865 0.799
```

Results
**Energy above the lowest of the compared OMol25 structures with the same formula, charge and spin**: 89.0 kJ/mol
**M**: 88.2 g/mol
**LUMO energy**: -3.535 eV
**Total charge**: +1
**Gap between HOMO and LUMO**: 10.1 eV
**DFT total energy**: -6894.9394 eV
**2S+1**: 1